Entry 1:
An isolated molecule of C10H8BrCl2NO at a distorted geometry. Source: the OMol25 dataset; level of theory: ωB97M-V/def2-TZVPD.

Computed properties:
frontier orbital gap = 7.4 eV
multiplicity = 1
highest occupied orbital energy = -7.8652 eV
lowest unoccupied orbital energy = -0.0163 hartree
SMILES string = O/C(=C1\C=CC=C[C@@H]1N=C=CBr)C(Cl)Cl

Each atom is followed by the atoms it is bonded to, with distances in Å.
Element x y z (Å)
1 O -0.583 1.458 -1.997  C2 1.332, H16 0.985
2 C -0.246 1.289 -0.719  O1 1.332, C3 1.355, C13 1.488
3 C 0.514 0.194 -0.477  C2 1.355, C4 1.406, C8 1.490
4 C 0.747 -0.775 -1.469  C3 1.406, C5 1.357, H17 1.031
5 C 1.365 -1.963 -1.247  C4 1.357, C6 1.418, H18 1.151
6 C 1.927 -2.242 0.024  C5 1.418, C7 1.332, H19 1.154
7 C 1.743 -1.412 1.049  C6 1.332, C8 1.500, H20 1.143
8 C 0.915 -0.168 0.912  C3 1.490, C7 1.500, N9 1.535, H21 1.019
9 N -0.335 -0.595 1.692  C8 1.535, C10 1.176
10 C -1.423 -0.298 1.357  N9 1.176, C11 1.289
11 C -2.586 -0.171 0.817  C10 1.289, Br12 1.910, H22 1.100
12 Br -3.381 -1.611 -0.153  C11 1.910
13 C -0.501 2.294 0.349  C2 1.488, Cl14 1.756, Cl15 1.908, H23 1.022
14 Cl -1.991 3.185 0.085  C13 1.756
15 Cl 0.959 3.496 0.098  C13 1.908
16 H -1.222 2.208 -1.996  O1 0.985
17 H 0.289 -0.479 -2.344  C4 1.031
18 H 1.424 -2.812 -2.022  C5 1.151
19 H 2.474 -3.257 0.066  C6 1.154
20 H 2.093 -1.750 2.083  C7 1.143
21 H 1.284 0.628 1.430  C8 1.019
22 H -3.116 0.739 1.136  C11 1.100
23 H -0.350 2.040 1.328  C13 1.022

Results of the natural (NBO) charge analysis, in e, for atoms 1 through 5: -0.648, 0.312, -0.143, -0.176, -0.220

Entry 2:
An isolated molecule of C3H4O2S at a distorted geometry. Source: the OMol25 dataset; level of theory: ωB97M-V/def2-TZVPD.

Computed properties:
frontier orbital gap = 9.5 eV
multiplicity = 1
highest occupied orbital energy = -8.8387 eV
lowest unoccupied orbital energy = 0.0236 hartree
SMILES string = S=C1OCCO1

Each atom is followed by the atoms it is bonded to, with distances in Å.
Element x y z (Å)
1 S -1.777 -1.935 -1.649  C2 1.652
2 C -0.842 -0.867 -0.803  S1 1.652, O3 1.388, O6 1.362
3 O 0.471 -0.562 -1.133  C2 1.388, C4 1.429
4 C 1.005 0.223 -0.064  O3 1.429, C5 1.556, H7 1.137, H8 1.093
5 C -0.251 0.607 0.771  C4 1.556, O6 1.424, H9 1.072, H10 1.106
6 O -1.264 -0.308 0.365  C2 1.362, C5 1.424
7 H 1.734 -0.386 0.559  C4 1.137
8 H 1.554 1.087 -0.448  C4 1.093
9 H -0.096 0.485 1.825  C5 1.072
10 H -0.535 1.657 0.576  C5 1.106

Results of the natural (NBO) charge analysis, in e, for atoms 1 through 5: -0.101, 0.462, -0.470, -0.105, -0.107

Entry 3:
A cluster of 7 separate species, C10H35N9O8 in total at a distorted geometry. Source: the OMol25 dataset; level of theory: ωB97M-V/def2-TZVPD.

Computed properties:
frontier orbital gap = 8.8 eV
multiplicity = 1
highest occupied orbital energy = -8.6100 eV
lowest unoccupied orbital energy = 0.0078 hartree
SMILES string = COCCNCCOC.NC(N)=O.NC(N)=O.NC(N)=O.NC(N)=O.O.O

Each atom is followed by the atoms it is bonded to, with distances in Å.
Element x y z (Å)
1 C -1.180 -25.870 11.407  O2 1.412, H10 1.095, H11 1.093, H12 1.091
2 O -1.216 -26.770 10.319  C1 1.412, C3 1.448
3 C 0.034 -27.490 10.196  O2 1.448, C4 1.497, H13 1.091, H14 1.091
4 C -0.183 -28.655 9.282  C3 1.497, N5 1.466, H15 1.089, H16 1.100
5 N -1.011 -29.679 9.928  C4 1.466, C6 1.466, H17 1.015
6 C -1.219 -30.859 9.083  N5 1.466, C7 1.524, H18 1.097, H19 1.093
7 C 0.072 -31.602 8.758  C6 1.524, O8 1.416, H20 1.095, H21 1.096
8 O 0.178 -31.755 7.355  C7 1.416, C9 1.392
9 C 1.376 -32.354 6.976  O8 1.392, H22 1.102, H23 1.091, H24 1.098
10 H -1.260 -26.428 12.346  C1 1.095
11 H -2.094 -25.272 11.358  C1 1.093
12 H -0.324 -25.194 11.392  C1 1.091
13 H 0.360 -27.846 11.175  C3 1.091
14 H 0.734 -26.803 9.716  C3 1.091
15 H 0.777 -29.103 9.028  C4 1.089
16 H -0.627 -28.328 8.330  C4 1.100
17 H -1.924 -29.252 10.052  N5 1.015
18 H -1.815 -30.606 8.198  C6 1.097
19 H -1.834 -31.566 9.646  C6 1.093
20 H 0.069 -32.586 9.239  C7 1.095
21 H 0.950 -31.053 9.121  C7 1.096
22 H 2.249 -31.733 7.239  C9 1.102
23 H 1.413 -32.443 5.890  C9 1.091
24 H 1.562 -33.356 7.385  C9 1.098
25 N -0.518 -26.841 -0.148  C26 1.370, H29 1.004, H30 1.002
26 C -0.645 -27.351 1.117  N25 1.370, N27 1.362, O28 1.228
27 N -0.997 -26.440 2.066  C26 1.362, H31 1.004, H32 1.002
28 O -0.522 -28.551 1.347  C26 1.228
29 H -0.314 -25.869 -0.296  N25 1.004
30 H -0.359 -27.440 -0.936  N25 1.002
31 H -1.152 -26.741 3.010  N27 1.004
32 H -1.280 -25.535 1.741  N27 1.002
33 N 3.361 -26.101 6.182  C34 1.370, H37 1.003, H38 1.003
34 C 2.228 -26.694 6.672  N33 1.370, N35 1.356, O36 1.222
35 N 1.261 -26.954 5.758  C34 1.356, H39 1.015, H40 1.003
36 O 2.111 -26.984 7.854  C34 1.222
37 H 3.579 -26.003 5.207  N33 1.003
38 H 4.139 -25.977 6.803  N33 1.003
39 H 0.406 -27.402 6.072  N35 1.015
40 H 1.337 -26.746 4.780  N35 1.003
41 N -3.270 -30.204 1.336  C42 1.370, H45 1.006, H46 1.001
42 C -3.314 -30.294 2.702  N41 1.370, N43 1.361, O44 1.223
43 N -2.343 -29.591 3.347  C42 1.361, H47 1.012, H48 1.004
44 O -4.155 -30.957 3.293  C42 1.223
45 H -2.486 -29.731 0.919  N41 1.006
46 H -3.807 -30.859 0.803  N41 1.001
47 H -1.670 -29.032 2.838  N43 1.012
48 H -2.389 -29.533 4.348  N43 1.004
49 N -0.952 -23.061 4.962  C50 1.367, H53 1.003, H54 1.001
50 C -1.473 -24.210 5.489  N49 1.367, N51 1.362, O52 1.227
51 N -1.314 -24.361 6.833  C50 1.362, H55 1.010, H56 1.003
52 O -2.004 -25.088 4.816  C50 1.227
53 H -0.645 -22.348 5.597  N49 1.003
54 H -1.099 -22.855 3.993  N49 1.001
55 H -1.665 -25.219 7.233  N51 1.010
56 H -0.707 -23.796 7.396  N51 1.003
57 O -2.752 -26.875 7.856  H58 0.962, H59 0.971
58 H -3.673 -26.613 7.951  O57 0.962
59 H -2.376 -26.854 8.751  O57 0.971
60 O -1.508 -27.778 5.601  H61 0.968, H62 0.973
61 H -1.809 -26.944 5.215  O60 0.968
62 H -1.836 -27.740 6.516  O60 0.973

Results of the natural (NBO) charge analysis, in e, for atoms 1 through 5: -0.246, -0.595, -0.088, -0.236, -0.623

Entry 4:
A cluster of 6 separate species, C18H33N3O3S3 in total at a distorted geometry. Source: the OMol25 dataset; level of theory: ωB97M-V/def2-TZVPD.

Computed properties:
frontier orbital gap = 8.4 eV
multiplicity = 1
highest occupied orbital energy = -8.0323 eV
lowest unoccupied orbital energy = 0.0144 hartree

Each atom is followed by the atoms it is bonded to, with distances in Å.
Element x y z (Å)
1 C 4.945 4.340 -23.728  S2 1.791, H5 1.097, H6 1.086, H7 1.091
2 S 3.971 4.450 -25.226  C1 1.791, O3 1.479, C4 1.800
3 O 4.600 5.460 -26.104  S2 1.479
4 C 4.401 2.845 -25.917  S2 1.800, H8 1.090, H9 1.088, H10 1.088
5 H 4.460 4.994 -22.993  C1 1.097
6 H 5.966 4.691 -23.857  C1 1.086
7 H 4.843 3.367 -23.248  C1 1.091
8 H 3.624 2.151 -25.597  C4 1.090
9 H 5.398 2.503 -25.648  C4 1.088
10 H 4.372 2.950 -27.000  C4 1.088
11 C 2.484 -0.905 -31.668  S12 1.793, H15 1.087, H16 1.085, H17 1.094
12 S 1.419 -2.162 -32.374  C11 1.793, O13 1.483, C14 1.807
13 O 0.643 -1.511 -33.457  S12 1.483
14 C 2.726 -3.067 -33.233  S12 1.807, H18 1.087, H19 1.089, H20 1.089
15 H 3.468 -1.306 -31.435  C11 1.087
16 H 1.996 -0.428 -30.824  C11 1.085
17 H 2.667 -0.087 -32.371  C11 1.094
18 H 3.601 -2.462 -33.456  C14 1.087
19 H 2.330 -3.376 -34.199  C14 1.089
20 H 2.978 -3.938 -32.630  C14 1.089
21 C -1.896 0.947 -31.235  S22 1.773, H25 1.094, H26 1.091, H27 1.090
22 S -0.873 2.371 -30.973  C21 1.773, O23 1.500, C24 1.789
23 O 0.311 1.976 -30.140  S22 1.500
24 C -0.249 2.549 -32.640  S22 1.789, H28 1.086, H29 1.089, H30 1.086
25 H -1.384 0.152 -31.786  C21 1.094
26 H -2.774 1.184 -31.838  C21 1.091
27 H -2.215 0.560 -30.267  C21 1.090
28 H -1.052 2.497 -33.369  C24 1.086
29 H 0.448 1.733 -32.825  C24 1.089
30 H 0.271 3.502 -32.665  C24 1.086
31 N 3.762 1.177 -29.350  C32 1.370, C35 1.381, H36 1.015
32 C 4.918 0.956 -28.649  N31 1.370, C33 1.367, H37 1.077
33 C 5.964 1.479 -29.357  C32 1.367, C34 1.428, H38 1.074
34 C 5.405 2.084 -30.523  C33 1.428, C35 1.375, H39 1.079
35 C 4.047 1.868 -30.511  N31 1.381, C34 1.375, H40 1.075
36 H 2.838 0.916 -29.020  N31 1.015
37 H 4.860 0.509 -27.671  C32 1.077
38 H 7.015 1.414 -29.147  C33 1.074
39 H 5.936 2.557 -31.335  C34 1.079
40 H 3.262 2.021 -31.229  C35 1.075
41 N 0.908 0.271 -28.108  C42 1.361, C45 1.359, H46 1.053
42 C 1.449 0.766 -26.962  N41 1.361, C43 1.358, H47 1.077
43 C 1.828 -0.284 -26.189  C42 1.358, C44 1.418, H48 1.077
44 C 1.631 -1.468 -26.943  C43 1.418, C45 1.358, H49 1.074
45 C 1.087 -1.076 -28.124  N41 1.359, C44 1.358, H50 1.079
46 H 0.505 0.832 -28.903  N41 1.053
47 H 1.449 1.831 -26.800  C42 1.077
48 H 2.228 -0.235 -25.190  C43 1.077
49 H 1.936 -2.464 -26.679  C44 1.074
50 H 0.787 -1.693 -28.957  C45 1.079
51 N 1.496 3.277 -22.381  C52 1.358, C55 1.352, H56 0.999
52 C 2.414 3.170 -21.386  N51 1.358, C53 1.356, H57 1.074
53 C 3.131 2.042 -21.617  C52 1.356, C54 1.422, H58 1.078
54 C 2.666 1.481 -22.839  C53 1.422, C55 1.363, H59 1.076
55 C 1.646 2.274 -23.275  N51 1.352, C54 1.363, H60 1.076
56 H 0.838 4.028 -22.413  N51 0.999
57 H 2.407 3.831 -20.540  C52 1.074
58 H 3.838 1.620 -20.922  C53 1.078
59 H 3.049 0.575 -23.275  C54 1.076
60 H 0.935 2.144 -24.073  C55 1.076

Results of the natural (NBO) charge analysis, in e, for atoms 1 through 5: -0.856, 1.256, -0.991, -0.847, 0.228

Listing ΔE to the lowest compared entry with this formula, charge and spin for the structures above in their given order: 0.0; 86.0; 0.0; 0.0 kJ/mol.